(1)
C5H10O | wB97M-V/def2-TZVPD

Properties
- max |F| (eV/A) = 0.4
- energy above the lowest of the compared OMol25 structures with the same formula, charge and spin (eV) = 1.189
- SMILES string = CC1(C)COC1
- HOMO (eV) = -9.60
- DFT total energy (a.u.) = -271.7089
- net charge = 0
- gap between HOMO and LUMO (eV) = 10.5

Cartesian coordinates (Å):
C: -0.700 1.264 -0.618
C: -0.072 0.015 -0.012
C: -1.107 -1.092 0.190
C: 0.856 0.265 1.196
O: 1.981 -0.318 0.525
C: 1.229 -0.468 -0.685
H: -1.188 1.035 -1.573
H: 0.049 2.044 -0.799
H: -1.460 1.677 0.057
H: -1.277 -1.637 -0.747
H: -0.782 -1.822 0.941
H: -2.070 -0.682 0.515
H: 0.604 -0.274 2.118
H: 1.028 1.325 1.432
H: 1.227 -1.506 -1.045
H: 1.600 0.189 -1.485

Atom charges from the natural (NBO) analysis, given in e for atoms 1 to 8: -0.6012, -0.1059, -0.6026, -0.0478, -0.5377, -0.0481, 0.2109, 0.2108

---

(2)
C5H10O | wB97M-V/def2-TZVPD

Properties
- max |F| (eV/A) = 2.1
- energy above the lowest of the compared OMol25 structures with the same formula, charge and spin (eV) = 2.868
- SMILES string = CC1(C)C[C@H]1O
- HOMO (eV) = -7.73
- DFT total energy (a.u.) = -271.6472
- net charge = 0
- gap between HOMO and LUMO (eV) = 8.7

Cartesian coordinates (Å):
C: -0.717 0.601 -1.188
C: -0.143 -0.217 -0.078
C: -0.929 -1.443 0.382
C: 1.308 -0.297 0.186
C: 0.688 0.674 1.120
O: 0.929 2.025 0.916
H: -1.810 0.676 -1.100
H: -0.327 1.627 -1.141
H: -0.475 0.171 -2.163
H: -0.607 -1.804 1.369
H: -0.743 -2.270 -0.322
H: -2.015 -1.288 0.420
H: 1.741 -1.225 0.542
H: 1.922 0.181 -0.581
H: -0.296 0.458 1.514
H: 1.474 2.134 0.124

Atom charges from the natural (NBO) analysis, given in e for atoms 1 to 8: -0.6218, -0.0484, -0.6236, -0.4565, 0.0133, -0.6921, 0.2149, 0.2132

---

(3)
C5H10O | wB97M-V/def2-TZVPD

Properties
- max |F| (eV/A) = 0.4
- energy above the lowest of the compared OMol25 structures with the same formula, charge and spin (eV) = 0.144
- SMILES string = OC1CCCC1
- HOMO (eV) = -10.23
- DFT total energy (a.u.) = -271.7473
- net charge = 0
- gap between HOMO and LUMO (eV) = 11.2

Cartesian coordinates (Å):
O: -1.677 0.304 0.950
C: -1.079 0.283 -0.341
C: -0.350 -1.035 -0.596
C: 0.969 -0.918 0.206
C: 1.105 0.584 0.566
C: 0.065 1.292 -0.315
H: -2.004 -0.587 1.126
H: -1.835 0.495 -1.111
H: -0.961 -1.902 -0.308
H: -0.147 -1.120 -1.671
H: 1.818 -1.269 -0.388
H: 0.945 -1.538 1.107
H: 0.834 0.745 1.613
H: 2.123 0.963 0.426
H: -0.256 2.264 0.068
H: 0.449 1.439 -1.333

Atom charges from the natural (NBO) analysis, given in e for atoms 1 to 8: -0.7248, 0.0926, -0.4301, -0.4124, -0.4080, -0.4176, 0.4650, 0.1667

---

(4)
C5H10O | wB97M-V/def2-TZVPD

Properties
- max |F| (eV/A) = 1.1
- energy above the lowest of the compared OMol25 structures with the same formula, charge and spin (eV) = 0.667
- SMILES string = CC[C@@H](C)C=O
- HOMO (eV) = -9.67
- DFT total energy (a.u.) = -271.7281
- net charge = 0
- gap between HOMO and LUMO (eV) = 10.6

Cartesian coordinates (Å):
C: -1.663 -1.020 0.939
C: -0.969 0.046 0.052
C: 0.523 -0.049 -0.378
C: 1.016 1.114 -1.315
C: 1.463 -0.221 0.805
O: 1.154 -0.514 1.937
H: -1.200 -1.127 1.924
H: -2.703 -0.701 1.109
H: -1.715 -2.010 0.472
H: -1.559 0.136 -0.868
H: -1.068 1.001 0.585
H: 0.740 -0.843 -1.096
H: 0.849 2.094 -0.870
H: 2.091 1.026 -1.559
H: 0.513 1.093 -2.295
H: 2.528 -0.026 0.557

Atom charges from the natural (NBO) analysis, given in e for atoms 1 to 8: -0.6078, -0.3944, -0.3355, -0.5973, 0.4520, -0.5228, 0.2316, 0.2068

---

(5)
C5H10O | wB97M-V/def2-TZVPD

Properties
- max |F| (eV/A) = 2.1
- energy above the lowest of the compared OMol25 structures with the same formula, charge and spin (eV) = 1.505
- SMILES string = C=C/C=C/C.O
- HOMO (eV) = -8.83
- DFT total energy (a.u.) = -271.6973
- net charge = 0
- gap between HOMO and LUMO (eV) = 9.9

Cartesian coordinates (Å):
C: 1.115 2.260 0.589
C: 0.132 1.383 0.757
C: 0.330 -0.040 0.466
C: -0.451 -1.023 0.908
C: -0.187 -2.461 0.527
H: 1.152 3.328 0.746
H: 2.061 1.880 0.207
H: -0.824 1.622 1.210
H: 1.255 -0.313 -0.030
H: -1.226 -0.864 1.645
H: 0.490 -2.499 -0.326
H: -1.074 -3.024 0.256
H: 0.300 -2.995 1.344
O: -0.803 0.149 -2.550
H: -0.008 -0.321 -2.411
H: -0.951 0.817 -1.872

Atom charges from the natural (NBO) analysis, given in e for atoms 1 to 8: -0.3732, -0.2261, -0.2526, -0.1399, -0.6414, 0.2065, 0.1824, 0.2059

---

(6)
C5H10O | wB97M-V/def2-TZVPD

Properties
- max |F| (eV/A) = 0.5
- energy above the lowest of the compared OMol25 structures with the same formula, charge and spin (eV) = 4.651
- HOMO (eV) = -9.29
- DFT total energy (a.u.) = -271.5817
- net charge = 0
- gap between HOMO and LUMO (eV) = 9.9

Cartesian coordinates (Å):
C: -1.273 1.308 -0.106
C: -0.742 -0.101 0.135
C: -0.088 -0.800 -1.089
C: 1.318 -0.457 -0.535
C: 0.654 -0.052 0.795
O: 1.089 0.762 1.716
H: -1.410 1.824 0.849
H: -0.581 1.904 -0.710
H: -2.234 1.272 -0.630
H: -1.475 -0.692 0.690
H: -0.279 -1.876 -1.117
H: -0.340 -0.372 -2.065
H: 2.079 -1.239 -0.497
H: 1.761 0.436 -0.998
H: 0.596 -1.354 1.544
H: 0.924 -0.562 2.018

Atom charges from the natural (NBO) analysis, given in e for atoms 1 to 8: -0.6053, -0.2949, -0.4044, -0.4882, 0.4214, -0.7760, 0.2301, 0.2081